1.
This record from the OMol25 dataset describes 2 unconnected molecules or ions with the total composition C22H20O6. The level of theory is ωB97M-V/def2-TZVPD.

CARTESIAN COORDINATES (ANGSTROEM)
C  -3.97421  -2.34744  5.95732
O  -2.57121  -2.18260  5.65744
C  -2.22518  -2.07270  4.34712
C  -0.84758  -1.91976  4.04305
C  -0.44364  -1.80744  2.72750
C  -1.38732  -1.84199  1.65787
C  -0.99775  -1.73522  0.27342
O  -2.03871  -1.76928  -0.61680
C  -1.81117  -1.67942  -1.98066
C  -0.48959  -1.55137  -2.46600
C  -0.30544  -1.45039  -3.86888
C  -1.39461  -1.49264  -4.71920
C  -2.69525  -1.62966  -4.20408
C  -2.91640  -1.72193  -2.83189
C  0.56137  -1.52290  -1.53260
C  0.30890  -1.61549  -0.17343
C  -2.75104  -1.99074  1.98344
C  -3.17282  -2.10582  3.29301
H  -4.02646  -2.41699  7.04187
H  -4.55187  -1.48424  5.60438
H  -4.36515  -3.26433  5.49915
H  -0.13446  -1.89566  4.86589
H  0.61473  -1.68917  2.49677
H  0.72197  -1.34292  -4.22376
H  -1.23611  -1.42018  -5.79496
H  -3.54169  -1.66369  -4.88779
H  -3.91889  -1.82659  -2.41684
H  1.58750  -1.43720  -1.88766
H  1.10939  -1.59229  0.56266
H  -3.50623  -2.02010  1.20276
H  -4.23834  -2.22243  3.49816
C  3.99079  4.37838  -1.99313
C  3.35824  3.77176  -0.74373
C  3.55981  4.69285  0.47209
O  1.94074  3.61910  -0.91726
C  1.52099  2.59447  -1.76999
O  0.39561  2.66997  -2.23261
C  2.44822  1.53565  -1.97264
C  3.65434  1.42518  -1.22793
O  4.40350  0.46644  -1.19690
O  3.97609  2.51814  -0.41747
H  3.85109  3.71468  -2.85468
H  3.53045  5.35108  -2.20565
H  5.06332  4.53834  -1.82805
H  3.10756  4.24082  1.35927
H  4.62388  4.84847  0.67002
H  3.09050  5.66586  0.30404
H  2.12214  0.68141  -2.55266

Cartesian forces, eV/Å:
C 0.38 0.06 -0.13
O -0.14 0.02 -0.81
C -0.26 -0.01 -0.19
C -0.55 -0.07 0.04
C -0.32 -0.01 -0.47
C -0.46 -0.09 0.75
C -0.92 0.01 -0.82
O 1.35 0.09 0.08
C 0.29 0.05 0.44
C -0.93 0.02 -0.39
C -0.04 -0.06 0.21
C 0.46 0.01 0.07
C 0.05 -0.03 0.53
C 0.05 -0.01 -0.16
C 0.48 0.07 0.68
C 0.23 0.04 -0.55
C 0.21 0.01 0.03
C 0.26 -0.01 0.58
H -0.02 0.01 -0.13
H 0.14 -0.14 0.12
H 0.11 0.15 0.13
H -0.16 0.01 -0.25
H -0.29 -0.02 0.24
H -0.40 0.02 -0.07
H -0.10 0.00 0.31
H 0.18 0.02 0.19
H 0.30 0.05 -0.12
H -0.15 0.06 0.13
H -0.16 0.05 -0.41
H 0.24 0.02 0.08
H 0.44 0.06 -0.07
C 0.04 0.00 -0.16
C -0.15 -0.09 0.38
C -0.16 -0.35 -0.12
O 0.42 0.05 -0.12
C 0.46 -0.44 -0.01
O -0.25 0.15 0.12
C -0.06 0.23 0.51
C -0.60 0.23 -0.22
O 0.23 -0.21 0.20
O -0.15 0.32 -0.25
H 0.04 0.17 0.19
H 0.02 -0.24 0.04
H -0.22 -0.13 -0.01
H 0.03 -0.01 -0.16
H -0.10 -0.11 -0.14
H 0.01 -0.16 -0.11
H 0.15 0.21 -0.15

As for the highest occupied orbital energy: -6.25 eV. For the strongest force on any atom, the calculation gives 1.36 eV/Å. The frontier orbital gap is 3.7 eV. For the lowest unoccupied orbital energy, the calculation gives -2.53 eV. The value obtained for the energy relative to the best compared isomer or geometry (same formula, charge and spin) is 59.7 kJ/mol. The net charge is 0. Its spin multiplicity is 1.

---

2.
This record from the OMol25 dataset describes C3H2N2O3 in the gas phase. The level of theory is ωB97M-V/def2-TZVPD.

CARTESIAN COORDINATES (ANGSTROEM)
C  0.97709  -0.27470  -0.12395
C  -0.17821  1.45868  -0.00101
C  -1.43900  -0.41784  -0.02916
H  1.68430  -1.98033  0.34639
H  -0.06762  2.59340  0.06615
N  1.09309  0.97154  -0.18082
N  -1.42347  0.92943  0.06746
O  1.96959  -1.09872  -0.07393
O  -2.42544  -1.12880  -0.19127
O  -0.19032  -1.05266  0.12016

Cartesian forces, eV/Å:
C -1.58 -4.54 1.84
C -2.37 3.35 -0.01
C -2.59 -2.43 -0.36
H 0.37 1.79 -1.17
H -0.96 -1.55 0.06
N -1.52 0.31 -0.40
N 3.80 1.82 -0.16
O 1.11 -1.93 0.64
O 2.47 1.52 0.45
O 1.27 1.66 -0.88

As for the highest occupied orbital energy: -10.80 eV. For the strongest force on any atom, the calculation gives 5.15 eV/Å. The structure (SMILES) is O=c1ncnc(O)o1. The frontier orbital gap is 10.3 eV. For the lowest unoccupied orbital energy, the calculation gives -0.53 eV. The value obtained for the energy relative to the best compared isomer or geometry (same formula, charge and spin) is 175.6 kJ/mol. The net charge is 0. Its spin multiplicity is 1.

---

3.
This record from the OMol25 dataset describes 3 unconnected molecules or ions with the total composition C2H10NO3. The level of theory is ωB97M-V/def2-TZVPD.

CARTESIAN COORDINATES (ANGSTROEM)
C  -0.53522  1.05233  -0.26526
O  0.73283  0.42933  -0.19464
C  -0.43305  2.05363  -1.50815
N  0.37065  1.48508  -2.57874
H  -0.89251  1.57341  0.78966
H  -1.53911  0.37526  -0.59242
H  0.01473  3.06192  -1.28636
H  -1.56988  2.41278  -1.74040
H  0.01432  0.60952  -3.06536
H  0.96124  0.91612  -1.96898
H  1.46320  1.29632  1.12749
H  2.29431  0.45563  2.03595
O  2.04376  1.40452  1.94564
H  -1.24355  -5.28287  1.83768
H  -0.53906  -5.80484  3.07565
O  -1.14265  -6.03814  2.38824

Cartesian forces, eV/Å:
C 0.10 -0.22 -0.10
O -2.46 0.61 0.70
C -3.32 1.67 0.80
N -0.23 -1.65 -0.99
H 0.78 -0.81 -2.39
H 2.31 0.83 0.86
H 0.06 -1.07 0.28
H 2.32 -1.10 -0.20
H -0.80 1.69 0.62
H 1.15 0.26 0.54
H 0.30 -0.23 0.05
H -0.21 1.11 0.00
O 0.00 -1.10 -0.16
H -0.02 1.03 -0.62
H 0.58 0.38 0.57
O -0.56 -1.39 0.03

As for the highest occupied orbital energy: -3.60 eV. For the strongest force on any atom, the calculation gives 3.80 eV/Å. The frontier orbital gap is 6.6 eV. For the lowest unoccupied orbital energy, the calculation gives 3.02 eV. The value obtained for the energy relative to the best compared isomer or geometry (same formula, charge and spin) is 187.7 kJ/mol. The net charge is -1. Its spin multiplicity is 1.

---

4.
This record from the OMol25 dataset describes 2 unconnected molecules or ions with the total composition C4H9O2. The level of theory is ωB97M-V/def2-TZVPD.

CARTESIAN COORDINATES (ANGSTROEM)
C  -1.28055  -0.38162  -2.21864
C  -1.06096  -1.68297  -1.30480
O  -0.15381  -2.37872  -1.78402
O  -1.85216  -1.83345  -0.32717
H  -1.01692  -0.87750  -3.13168
H  -0.49284  0.33275  -1.96137
H  -2.35827  -0.04603  -2.20645
C  1.04596  0.72617  0.83558
C  0.86655  0.96071  2.39140
H  2.04544  0.50808  0.46932
H  0.56156  -0.04970  0.41135
H  0.82380  1.62405  0.34356
H  1.82122  1.46019  2.75228
H  0.90361  0.07034  2.94292
H  0.14737  1.56771  2.78772

Cartesian forces, eV/Å:
C -0.76 -1.18 0.90
C -1.57 1.38 0.08
O 0.48 -0.88 0.72
O 1.10 -0.21 -0.69
H -0.07 0.53 -1.05
H -0.50 0.29 -0.06
H 1.35 0.10 0.11
C 1.50 1.80 2.44
C 4.68 -0.42 -1.86
H 0.72 0.11 0.88
H -2.54 -2.44 -0.94
H -0.74 1.28 -0.89
H -0.80 -0.29 -0.44
H -0.35 -1.56 0.61
H -2.50 1.47 0.18

As for the highest occupied orbital energy: -3.65 eV. For the strongest force on any atom, the calculation gives 5.05 eV/Å. The frontier orbital gap is 7.5 eV. For the lowest unoccupied orbital energy, the calculation gives 3.83 eV. The value obtained for the energy relative to the best compared isomer or geometry (same formula, charge and spin) is 107.2 kJ/mol. The net charge is -1. Its spin multiplicity is 1.

---

5.
This record from the OMol25 dataset describes 3 unconnected molecules or ions with the total composition C2H8INO2. The level of theory is ωB97M-V/def2-TZVPD.

CARTESIAN COORDINATES (ANGSTROEM)
O  1.14288  -24.42845  -20.17524
H  0.42687  -23.92665  -19.77885
H  1.45010  -23.95851  -20.95393
H  1.84695  -24.58540  -19.54179
I  0.07750  -22.21721  -22.62181
O  3.45410  -23.61949  -21.26320
C  4.17987  -22.82196  -21.91054
N  3.65539  -22.04429  -22.82189
C  5.69164  -22.63413  -21.68816
H  2.64961  -21.98641  -22.89358
H  4.26334  -21.46252  -23.38049
H  5.86422  -22.10643  -20.75016
H  5.98763  -21.99324  -22.51867
H  6.28357  -23.54013  -21.81811

Cartesian forces, eV/Å:
O -0.85 -1.50 1.19
H -0.75 0.59 0.02
H 1.02 1.42 -2.16
H 0.82 0.06 0.16
I 0.14 -0.32 0.48
O 0.97 0.57 -0.06
C -0.19 -1.67 1.67
N 0.42 0.93 -0.91
C -0.79 0.14 -1.02
H -0.54 -0.04 -0.26
H -0.46 0.02 0.12
H 0.08 -0.30 0.00
H 0.43 0.22 0.25
H -0.31 -0.12 0.53

As for the highest occupied orbital energy: -7.54 eV. For the strongest force on any atom, the calculation gives 2.78 eV/Å. The frontier orbital gap is 7.1 eV. For the lowest unoccupied orbital energy, the calculation gives -0.45 eV. The value obtained for the energy relative to the best compared isomer or geometry (same formula, charge and spin) is 39.4 kJ/mol. The net charge is 0. Its spin multiplicity is 1.

---

6.
This record from the OMol25 dataset describes C5H9NO2 in the gas phase. The level of theory is ωB97M-V/def2-TZVPD.

CARTESIAN COORDINATES (ANGSTROEM)
C  0.71500  -1.23287  0.65241
C  1.06680  -1.29328  2.13184
N  -0.26211  0.22100  -1.02381
C  0.02169  0.07172  0.31158
C  -0.82089  1.33670  -1.65017
C  -1.29246  2.42665  -1.06743
O  0.14770  -0.78731  -1.90311
O  -0.27702  0.91389  1.12527
H  -0.61223  -1.36095  -2.09241
H  0.05186  -2.06137  0.38711
H  1.61249  -1.31952  0.03624
H  -0.82928  1.21443  -2.72576
H  1.55445  -2.23601  2.36642
H  1.73335  -0.47561  2.39236
H  0.16815  -1.19840  2.73567
H  -1.28044  2.56311  -0.00357
H  -1.69706  3.21782  -1.67265

Cartesian forces, eV/Å:
C 0.12 0.06 0.36
C -0.11 0.06 -0.18
N -0.27 -0.20 -0.36
C 0.22 -0.73 -0.13
C -0.03 0.01 -0.29
C -0.07 0.20 0.22
O 0.17 0.14 0.03
O -0.02 0.22 0.09
H -0.04 0.28 0.28
H 0.09 0.02 -0.11
H -0.11 -0.09 -0.05
H 0.01 0.01 0.02
H 0.04 -0.06 0.03
H 0.04 0.04 0.09
H 0.00 0.01 0.11
H 0.00 -0.01 0.14
H -0.03 0.06 -0.25

As for the highest occupied orbital energy: -8.86 eV. For the strongest force on any atom, the calculation gives 0.78 eV/Å. The structure (SMILES) is C=CN(O)C(=O)CC. The frontier orbital gap is 9.4 eV. For the lowest unoccupied orbital energy, the calculation gives 0.58 eV. The value obtained for the energy relative to the best compared isomer or geometry (same formula, charge and spin) is 235.0 kJ/mol. The net charge is 0. Its spin multiplicity is 1.